ORCA calculation (the ωB97M-V functional and the def2-TZVPD basis) on C12H24Cl12F10Mg2N5O20S10 as an isolated structure in a non-equilibrium geometry.

Structure (ORCA input):
```
! RIJCOSX wB97M-V def2-TZVPD def2/J DEFGRID3
* xyz -1 1
Mg 1.75262 -3.23379 3.70557
Mg 3.43425 1.21653 -0.80500
N 0.99217 -5.87318 3.15643
S 1.58845 -7.30207 3.27876
O 2.14540 -7.94437 2.07995
O 1.14780 -8.05064 4.44216
F 2.93264 -6.68864 3.96336
S -0.48779 -6.58559 2.73506
O -1.29732 -6.97667 3.91318
O -0.70550 -7.12399 1.42012
F -1.19408 -5.16504 2.58357
N 4.27900 3.60559 -1.91607
S 5.61577 4.29548 -1.92913
O 5.79636 5.50700 -1.13930
O 6.52199 4.06567 -3.00396
F 6.17226 3.18257 -0.92013
S 3.70307 4.74476 -2.96834
O 4.09450 4.69201 -4.34807
O 3.49941 6.02316 -2.33986
F 2.20225 4.29539 -3.07454
N -0.95688 -4.51504 7.06324
S 0.43689 -4.15495 7.65948
O 0.55703 -3.65794 9.01619
O 1.41980 -3.74255 6.62940
F 0.84369 -5.71423 7.73861
S -1.20705 -2.86622 6.56801
O -0.41476 -2.48645 5.42591
O -1.44996 -1.90049 7.62691
F -2.66347 -3.24981 5.96405
N 4.72664 -0.26168 1.22566
S 4.74223 0.03401 2.73031
O 6.07109 0.28316 3.34294
O 3.71709 -0.69731 3.48151
F 4.06478 1.44301 2.44527
S 5.31340 -1.78532 1.57297
O 4.38881 -2.71331 2.27822
O 6.71094 -1.95117 1.81784
F 5.26979 -2.27092 0.06406
N 0.75166 0.60885 -0.59296
S -0.55767 1.35794 -0.31563
O -1.15156 1.19356 0.96547
O -1.38365 1.57968 -1.52943
F 0.06457 2.84618 0.05761
S 0.02831 -0.90091 -0.14979
O -1.25577 -1.33898 -0.67338
O 0.53231 -1.43810 1.09825
F 1.07213 -1.78510 -1.13149
Cl -5.31163 4.15785 -1.07706
C -5.99029 2.67411 -1.80155
C -5.97302 2.75903 -3.31900
Cl -7.09118 1.52493 -3.90895
H -7.02169 2.60708 -1.45540
H -5.28995 1.95217 -1.38151
H -4.95868 2.62548 -3.69502
H -6.36119 3.70130 -3.70571
Cl -0.19747 7.48636 1.91796
C 0.64762 7.09481 3.43789
C 1.90907 6.34330 3.09612
Cl 2.95246 6.09193 4.56139
H -0.00700 6.42682 3.99766
H 0.77730 7.99633 4.03666
H 2.54234 6.83912 2.36042
H 1.86221 5.41338 2.52943
Cl -0.98018 10.12842 -4.18661
C -0.26156 8.94831 -3.01374
C -1.12903 7.75307 -2.72355
Cl -1.35097 6.84219 -4.26933
H -0.11659 9.49821 -2.08385
H 0.72207 8.73453 -3.43194
H -2.05895 8.04280 -2.23425
H -0.62688 7.07491 -2.03359
Cl 1.10771 -5.46963 -5.09291
C 1.09666 -7.10523 -4.59872
C 1.44148 -7.05350 -3.11388
Cl 3.09795 -6.57493 -2.78243
H 1.76200 -7.73148 -5.19306
H 0.12017 -7.45199 -4.93686
H 1.35512 -8.02080 -2.61895
H 0.72085 -6.42687 -2.58837
Cl -2.78862 -0.74280 -5.91804
C -1.09920 -0.26072 -5.73536
C -0.93620 1.26426 -5.91288
Cl -1.19362 1.55222 -7.65705
H -0.54515 -0.95404 -6.36815
H -0.73306 -0.47652 -4.73163
H 0.07105 1.58841 -5.65118
H -1.69807 1.80030 -5.34690
Cl -5.02224 -2.23527 1.75897
C -6.02138 -3.03098 0.52556
C -6.74640 -4.21108 1.17855
Cl -5.61064 -5.52149 1.47507
H -5.36297 -3.35392 -0.28086
H -6.81484 -2.39983 0.12536
H -7.51607 -4.67224 0.55963
H -7.23502 -3.82841 2.07459
*
```

Values from the calculation:
**LUMO level**: -4.025 eV
**Orbital gap**: 4.5 eV
**Energy relative to the best compared isomer or geometry (same formula, charge and spin)**: 7.8902 eV
**HOMO**: -8.49 eV

Atom charges from the Löwdin analysis, given in e for atoms 1 to 2: atom 1 (Mg): 1.430, atom 2 (Mg): 1.409